*one*
Here is one molecule with the formula C14H17N3O4 from the Open Molecules 2025 dataset. Energies are from ωB97M-V/def2-TZVPD.

Each line ends with the natural charge from an NBO analysis.
CARTESIAN COORDINATES (ANGSTROEM)
O: 0.72 3.24 -0.07  -0.588
O: -5.53 -1.26 -1.22  -0.731
O: -3.23 1.68 0.55  -0.582
O: -0.29 1.76 -1.49  -0.690
N: -3.48 -1.78 0.32  -0.835
N: 2.06 -2.16 0.51  -0.542
N: -1.34 0.35 0.50  -0.649
C: -3.37 -0.51 -0.49  -0.188
C: 3.02 -1.36 -0.06  0.119
C: 3.47 1.06 -0.16  -0.236
C: 4.19 -1.64 -0.80  -0.242
C: 4.99 -0.58 -1.20  -0.215
C: -4.84 -0.11 -0.83  -0.047
C: 0.05 2.26 -0.29  0.795
C: 4.61 0.76 -0.88  -0.227
C: 2.69 0.01 0.23  -0.014
C: 0.59 0.97 1.75  -0.419
C: -2.70 0.64 0.20  0.686
C: -0.53 1.45 0.90  -0.166
C: 1.15 -1.34 1.22  -0.029
C: 1.43 -0.03 1.02  -0.118
H: 3.21 2.08 0.05  0.231
H: 0.12 2.27 -2.19  0.504
H: -4.79 0.71 -1.52  0.184
H: 5.21 1.64 -1.17  0.212
H: -5.05 -2.05 -1.00  0.492
H: 4.46 -2.66 -1.08  0.216
H: -4.00 -1.58 1.18  0.365
H: 1.19 1.81 2.08  0.238
H: -1.18 2.17 1.41  0.262
H: 2.18 -3.13 0.78  0.410
H: 0.23 0.43 2.60  0.224
H: -0.83 -0.12 -0.25  0.405
H: -2.54 -2.04 0.64  0.370
H: 0.44 -1.78 1.86  0.207
H: -5.31 0.31 0.12  0.164
H: 5.94 -0.69 -1.75  0.221
H: -2.93 -0.77 -1.45  0.213

Properties
orbital gap	0.3242	Ha
net charge	0
HOMO	-8.38	eV
SMILES	N[C@@H](CO)C(=O)N[C@@H](Cc1c[nH]c2ccccc12)C(=O)O
spin multiplicity	1

---

*two*
Here is one molecule with the formula C14H17N3O4 from the Open Molecules 2025 dataset. Energies are from ωB97M-V/def2-TZVPD.

Each line ends with the natural charge from an NBO analysis.
CARTESIAN COORDINATES (ANGSTROEM)
O: 1.82 0.78 -1.29  -0.640
O: -3.83 0.62 -0.16  -0.668
O: -2.36 -1.02 0.19  -0.628
O: -1.72 3.05 -0.77  -0.490
N: 1.23 -1.40 2.18  -0.346
N: 0.21 0.44 2.85  -0.468
N: 0.57 -0.97 -0.60  -0.646
C: -1.71 0.77 -1.25  -0.350
C: -0.06 -1.74 2.45  -0.106
C: -0.43 1.18 -0.48  -0.330
C: -0.07 2.77 -2.33  -0.193
C: 0.78 0.34 -0.84  0.694
C: 1.62 -1.96 -0.79  -0.221
C: -2.65 0.03 -0.34  0.818
C: 2.72 -1.87 0.27  -0.418
C: 1.34 -0.08 2.44  0.157
C: -0.68 -0.59 2.86  -0.096
C: -1.21 2.45 -2.92  -0.226
C: -2.18 2.17 -1.78  0.045
C: -0.35 2.69 -0.85  0.062
C: 2.26 -2.27 1.67  -0.204
H: 0.89 2.99 -2.75  0.235
H: 1.86 -3.29 1.65  0.206
H: -1.69 -0.44 3.17  0.209
H: -4.38 0.12 0.47  0.502
H: 1.16 -2.95 -0.79  0.198
H: -3.24 2.28 -1.96  0.221
H: 3.12 -2.25 2.35  0.210
H: -0.43 -2.74 2.33  0.218
H: 2.25 0.47 2.32  0.201
H: 3.54 -2.53 -0.03  0.216
H: -0.59 1.10 0.60  0.269
H: -1.48 0.10 -2.08  0.249
H: 3.10 -0.84 0.28  0.228
H: 0.26 3.29 -0.18  0.219
H: -0.30 -1.26 -0.16  0.436
H: 2.07 -1.77 -1.77  0.219
H: -1.45 2.34 -3.96  0.219

Properties
orbital gap	0.3447	Ha
net charge	0
HOMO	-8.79	eV
SMILES	O=C(O)[C@@H]1[C@@H](C(=O)NCCCn2ccnc2)[C@H]2C=C[C@@H]1O2
spin multiplicity	1

---

*three*
Here is one molecule with the formula C14H17N3O4 from the Open Molecules 2025 dataset. Energies are from ωB97M-V/def2-TZVPD.

Each line ends with the natural charge from an NBO analysis.
CARTESIAN COORDINATES (ANGSTROEM)
O: -3.14 -1.06 0.35  -0.575
O: 2.01 -2.31 0.26  -0.594
O: -2.18 -2.68 1.31  -0.604
O: 1.86 -5.00 -3.07  -0.724
N: 1.69 2.99 1.15  -0.527
N: -0.26 -3.35 -2.34  -0.851
N: -0.09 -1.67 -0.44  -0.647
C: 0.81 -3.63 -1.33  -0.173
C: 2.10 -4.01 -2.04  -0.073
C: -0.91 0.55 0.24  -0.409
C: 0.58 3.79 1.20  0.141
C: -1.94 4.88 1.26  -0.263
C: -0.80 -0.97 0.65  -0.175
C: -0.02 1.56 0.87  -0.128
C: 1.01 -2.52 -0.39  0.657
C: 1.35 1.69 0.94  -0.009
C: 0.48 5.23 1.37  -0.254
C: -0.47 2.93 0.98  -0.100
C: -1.73 3.52 1.13  -0.170
C: -0.83 5.80 1.42  -0.198
C: -2.10 -1.55 0.77  0.740
H: -0.26 -1.11 1.57  0.230
H: -1.96 0.67 0.45  0.250
H: 2.74 -5.31 -3.32  0.477
H: -1.29 -3.02 1.18  0.477
H: 0.14 -2.70 -3.06  0.372
H: -0.93 6.89 1.57  0.218
H: -0.87 0.68 -0.86  0.229
H: -0.58 -4.22 -2.85  0.400
H: 1.32 5.75 1.68  0.203
H: 2.56 3.45 1.35  0.410
H: -0.86 -2.14 -1.07  0.434
H: 2.20 0.83 0.98  0.234
H: -2.87 5.41 1.44  0.218
H: 0.42 -4.47 -0.73  0.218
H: 2.56 -3.12 -2.33  0.171
H: -2.50 2.71 0.99  0.213
H: 2.74 -4.50 -1.29  0.184

Properties
orbital gap	0.3041	Ha
net charge	0
HOMO	-7.87	eV
SMILES	N[C@@H](CO)C(=O)N[C@@H](Cc1c[nH]c2ccccc12)C(=O)O
spin multiplicity	1

---

The most stable of them is *one*.

---

*one*
Here is a 2-piece molecular cluster, C4H11NSi overall from the Open Molecules 2025 dataset. Energies are from ωB97M-V/def2-TZVPD.

Each line ends with the natural charge from an NBO analysis.
CARTESIAN COORDINATES (ANGSTROEM)
Si: 0.48 -0.06 -0.02  1.463
N: -3.32 -0.65 0.12  -0.686
C: -2.63 0.28 0.54  -0.008
C: 0.65 -1.02 -1.65  -1.148
C: 1.55 -0.83 1.43  -1.105
C: 0.82 1.72 -0.30  -1.186
H: 0.35 2.28 0.53  0.248
H: 1.67 -1.24 -1.92  0.238
H: 2.30 -0.16 1.84  0.242
H: 0.34 2.09 -1.18  0.246
H: -4.39 -0.59 0.40  0.336
H: 1.94 -1.72 1.12  0.228
H: 0.22 -0.44 -2.52  0.252
H: 1.00 -0.95 2.39  0.251
H: 0.23 -2.03 -1.47  0.248
H: -3.08 1.22 1.02  0.140
H: 1.87 2.09 -0.35  0.243

Properties
orbital gap (alpha / beta)	0.2544 / 0.2857	Ha
net charge	0
HOMO (alpha / beta)	-6.83 / -7.57	eV
spin multiplicity	1

---

*two*
Here is one molecule with the formula C4H11NSi from the Open Molecules 2025 dataset. Energies are from ωB97M-V/def2-TZVPD.

Each line ends with the natural charge from an NBO analysis.
CARTESIAN COORDINATES (ANGSTROEM)
Si: -1.04 -0.62 -0.07  1.318
N: 0.29 -0.17 -1.01  -0.880
C: -0.54 0.15 2.71  -0.321
C: 1.60 -0.70 -0.66  -0.389
C: 0.26 1.10 -1.75  -0.410
C: -1.29 0.26 1.56  -0.692
H: 0.84 1.90 -1.32  0.181
H: -0.83 1.43 -1.90  0.201
H: 0.29 -0.61 2.82  0.190
H: -2.20 -0.60 -1.01  -0.184
H: -2.20 0.92 1.50  0.227
H: 1.60 -1.10 0.35  0.190
H: -0.83 -2.17 -0.07  -0.188
H: 0.46 1.11 -2.80  0.192
H: 2.28 0.09 -0.75  0.189
H: 2.02 -1.61 -1.27  0.181
H: -0.69 0.63 3.66  0.198

Properties
orbital gap	0.3447	Ha
net charge	0
HOMO	-8.56	eV
SMILES	C=C[SiH2]N(C)C
spin multiplicity	1

---

The most stable of them is *two*.

---

*one*
Here is a 2-piece molecular cluster, H4NS overall from the Open Molecules 2025 dataset. Energies are from ωB97M-V/def2-TZVPD.

Each line ends with the natural charge from an NBO analysis.
CARTESIAN COORDINATES (ANGSTROEM)
S: -0.93 -1.31 -0.24  -1.051
N: 1.64 2.29 0.44  -1.064
H: 1.48 1.38 0.12  0.373
H: -0.40 -1.12 -1.31  0.055
H: 1.66 2.17 1.48  0.338
H: 0.68 2.53 0.36  0.349

Properties
orbital gap	0.2564	Ha
net charge	-1
HOMO	-2.50	eV
spin multiplicity	1

---

*two*
Here is a 2-piece molecular cluster, H4NS overall from the Open Molecules 2025 dataset. Energies are from ωB97M-V/def2-TZVPD.

Each line ends with the natural charge from an NBO analysis.
CARTESIAN COORDINATES (ANGSTROEM)
S: -1.48 0.56 -1.62  -1.071
N: 0.98 -0.07 0.91  -1.102
H: 0.64 -1.00 0.63  0.355
H: 1.80 0.08 0.33  0.337
H: -2.24 -0.17 -0.77  0.082
H: 0.31 0.60 0.52  0.399

Properties
orbital gap	0.2731	Ha
net charge	-1
HOMO	-2.56	eV
spin multiplicity	1

---

*three*
Here is a 2-piece molecular cluster, H4NS overall from the Open Molecules 2025 dataset. Energies are from ωB97M-V/def2-TZVPD.

Each line ends with the natural charge from an NBO analysis.
CARTESIAN COORDINATES (ANGSTROEM)
S: 0.76 -2.76 1.49  -1.079
N: -0.57 2.01 -0.82  -1.056
H: -0.36 1.64 0.08  0.358
H: -1.18 1.30 -1.18  0.352
H: 0.28 1.86 -1.25  0.345
H: 1.08 -4.04 1.69  0.080

Properties
orbital gap	0.2326	Ha
net charge	-1
HOMO	-2.39	eV
spin multiplicity	1

---

The most stable of them is *two*.

---

*one*
Here is C26H31Cl2InN4O3P as an isolated structure from the Open Molecules 2025 dataset. Energies are from ωB97M-V/def2-TZVPD.

Each line ends with the natural charge from an NBO analysis.
CARTESIAN COORDINATES (ANGSTROEM)
In: -1.25 1.10 -1.36  1.100
Cl: -1.46 1.26 -4.42  0.009
Cl: -4.05 2.14 -3.29  0.029
P: 0.05 0.07 1.15  0.889
O: -2.90 -0.78 1.00  -0.569
O: -3.31 -2.54 -3.53  -0.488
O: -2.91 -0.83 -2.11  -0.692
N: 1.30 0.74 -2.10  -0.463
N: -3.30 0.54 0.86  -0.113
N: -1.27 -2.26 -2.71  -0.472
N: -0.35 -1.51 -1.99  -0.645
C: -0.08 -3.95 1.95  -0.216
C: 2.78 0.27 2.02  -0.218
C: -2.54 -1.81 -2.75  0.898
C: -0.73 0.41 2.78  -0.314
C: -2.40 1.53 4.14  -0.172
C: 1.80 2.19 0.96  -0.151
C: 2.40 1.06 -2.03  0.448
C: 4.62 0.29 -2.70  -0.586
C: -1.66 1.26 5.28  -0.182
C: -0.34 -2.59 1.98  -0.134
C: 3.98 0.95 2.13  -0.206
C: -2.80 2.43 -4.51  -0.386
C: 1.78 -3.57 0.48  -0.204
C: -1.97 1.08 2.89  -0.098
C: -0.01 0.15 3.94  -0.182
C: 3.81 1.37 -1.97  -0.534
C: -2.87 1.34 1.76  0.036
C: 2.99 2.88 1.10  -0.236
C: -0.47 0.55 5.18  -0.191
C: 0.46 -1.70 1.27  -0.387
C: 0.99 -4.45 1.21  -0.198
C: -0.91 3.25 -1.03  -0.996
C: 1.68 0.88 1.42  -0.364
C: 4.09 2.26 1.67  -0.208
C: 1.51 -2.21 0.50  -0.251
C: -4.68 -2.12 -3.63  -0.256
H: 2.71 -0.74 2.40  0.223
H: 1.20 -5.51 1.20  0.227
H: -2.00 1.61 6.25  0.229
H: -2.40 3.42 -4.38  0.237
H: -3.30 -1.20 0.22  0.498
H: 0.95 2.67 0.47  0.251
H: 3.97 2.34 -2.45  0.265
H: -3.26 2.31 -5.49  0.238
H: 4.10 1.46 -0.92  0.276
H: 2.61 -3.95 -0.10  0.223
H: 4.55 -0.67 -2.18  0.214
H: -1.18 -2.22 2.56  0.229
H: 4.27 0.17 -3.72  0.220
H: -4.74 -1.13 -4.08  0.201
H: -5.16 -2.85 -4.28  0.211
H: 3.07 3.91 0.76  0.227
H: -1.01 -3.09 -3.21  0.406
H: 0.00 -2.02 -1.18  0.396
H: 2.14 -1.52 -0.06  0.221
H: -3.34 2.31 1.70  0.221
H: -3.33 2.07 4.22  0.224
H: -1.67 3.41 -0.23  0.156
H: -1.36 3.73 -1.91  0.157
H: -0.70 -4.64 2.51  0.228
H: 0.43 -1.23 -2.57  0.393
H: 0.11 0.34 6.07  0.227
H: 5.03 2.78 1.76  0.225
H: 0.94 -0.36 3.88  0.221
H: -5.15 -2.11 -2.65  0.199
H: 4.83 0.46 2.59  0.224
H: 5.67 0.57 -2.72  0.233

Properties
orbital gap	0.2630	Ha
net charge	+1
HOMO	-9.88	eV
spin multiplicity	1

---

*two*
Here is C26H31Cl2InN4O3P as an isolated structure from the Open Molecules 2025 dataset. Energies are from ωB97M-V/def2-TZVPD.

Each line ends with the natural charge from an NBO analysis.
CARTESIAN COORDINATES (ANGSTROEM)
In: 0.50 1.85 1.10  1.307
Cl: -3.00 2.75 3.86  -0.024
Cl: -1.64 0.45 2.61  0.050
P: -0.46 -0.57 -1.12  0.861
O: -3.00 1.46 -0.22  -0.574
O: 0.92 2.37 3.32  -0.699
O: 1.02 4.00 4.86  -0.478
N: -0.13 4.36 3.00  -0.457
N: 1.17 -0.44 2.13  -0.431
N: -0.66 3.93 1.80  -0.671
N: -1.94 2.33 -0.43  -0.136
C: -1.81 -0.83 -3.61  -0.184
C: -0.67 -3.38 -1.58  -0.149
C: -1.11 -2.26 -0.88  -0.379
C: -2.81 0.99 -4.81  -0.186
C: -2.45 1.86 -3.79  -0.205
C: -2.50 -0.36 -4.71  -0.189
C: 3.79 -1.14 -2.81  -0.200
C: 2.78 -3.52 2.20  -0.590
C: -1.40 2.31 -1.58  0.031
C: 3.36 -1.86 -1.70  -0.204
C: 1.54 2.95 -0.36  -1.235
C: 3.22 -2.05 2.16  -0.522
C: 2.08 -1.15 2.15  0.429
C: -1.44 0.02 -2.57  -0.341
C: 1.61 -0.13 -2.99  -0.144
C: -2.25 -4.76 -0.41  -0.189
C: 1.86 3.15 5.67  -0.256
C: 0.63 3.50 3.71  0.913
C: -2.69 -3.65 0.30  -0.207
C: -3.19 1.29 2.88  -0.396
C: -2.12 -2.41 0.07  -0.193
C: 1.17 -0.84 -1.87  -0.363
C: 2.91 -0.28 -3.45  -0.211
C: -1.23 -4.62 -1.35  -0.227
C: 2.07 -1.70 -1.23  -0.223
C: -1.77 1.38 -2.67  -0.072
H: -3.35 1.37 -5.67  0.230
H: -2.69 -5.73 -0.23  0.224
H: -3.59 1.54 1.91  0.257
H: 3.66 -4.16 2.19  0.232
H: 3.24 0.27 -4.32  0.224
H: -3.19 1.00 -1.06  0.476
H: 1.73 -2.27 -0.37  0.206
H: 2.16 -3.77 1.34  0.219
H: -1.56 -1.88 -3.55  0.229
H: -0.88 -5.49 -1.90  0.223
H: -3.82 0.60 3.42  0.238
H: -1.67 3.93 1.81  0.403
H: 2.53 3.07 0.11  0.186
H: 0.94 0.54 -3.50  0.210
H: -2.70 2.91 -3.86  0.227
H: -2.78 -1.04 -5.51  0.229
H: 3.84 -1.80 3.03  0.262
H: 4.80 -1.26 -3.18  0.224
H: 1.33 2.24 5.92  0.202
H: 2.78 2.92 5.14  0.201
H: 2.07 3.73 6.56  0.214
H: -0.29 4.46 1.01  0.422
H: -2.45 -1.55 0.63  0.218
H: -0.34 5.27 3.39  0.413
H: -0.56 2.99 -1.68  0.259
H: 0.13 -3.28 -2.31  0.215
H: 2.22 -3.73 3.11  0.225
H: 4.04 -2.55 -1.21  0.213
H: 1.70 2.28 -1.21  0.178
H: 3.81 -1.84 1.27  0.264
H: -3.48 -3.76 1.04  0.221

Properties
orbital gap (alpha / beta)	0.2623 / 0.2624	Ha
net charge	+1
HOMO (alpha / beta)	-9.58 / -9.58	eV
spin multiplicity	1

---

The most stable of them is *two*.

---

*one*
Here is one molecule with the formula C3H2O3 from the Open Molecules 2025 dataset. Energies are from ωB97M-V/def2-TZVPD.

Each line ends with the natural charge from an NBO analysis.
CARTESIAN COORDINATES (ANGSTROEM)
O: 0.27 -2.33 -0.11  -0.433
O: -1.13 1.33 0.69  -0.469
O: 0.98 0.06 -1.60  -0.421
C: 0.36 0.02 -0.57  0.373
C: 0.00 1.24 0.26  0.337
C: -0.21 -1.25 0.07  0.322
H: -1.05 -1.05 0.77  0.145
H: 0.78 1.98 0.50  0.144

Properties
orbital gap	0.3081	Ha
net charge	0
HOMO	-9.95	eV
SMILES	O=CC(=O)C=O
spin multiplicity	1

---

*two*
Here is one molecule with the formula C3H2O3 from the Open Molecules 2025 dataset. Energies are from ωB97M-V/def2-TZVPD.

Each line ends with the natural charge from an NBO analysis.
CARTESIAN COORDINATES (ANGSTROEM)
O: -1.14 1.41 0.73  -0.449
O: -0.08 -1.78 -0.07  -0.447
O: 1.25 0.76 -1.50  -0.458
C: -1.22 0.24 0.48  0.340
C: -0.02 -0.57 -0.01  0.383
C: 1.23 0.18 -0.45  0.354
H: 2.13 0.11 0.21  0.137
H: -2.14 -0.36 0.62  0.141

Properties
orbital gap	0.3266	Ha
net charge	0
HOMO	-10.07	eV
SMILES	O=CC(=O)C=O
spin multiplicity	1

---

*three*
Here is one molecule with the formula C3H2O3 from the Open Molecules 2025 dataset. Energies are from ωB97M-V/def2-TZVPD.

Each line ends with the natural charge from an NBO analysis.
CARTESIAN COORDINATES (ANGSTROEM)
O: 0.96 0.97 -1.73  -0.461
O: -1.84 0.43 -0.30  -0.442
O: 0.79 -0.99 1.23  -0.470
C: -0.02 -0.09 1.22  0.337
C: 0.40 0.05 -1.20  0.345
C: -0.66 0.25 -0.13  0.393
H: 0.72 -1.02 -1.24  0.149
H: -0.36 0.39 2.15  0.149

Properties
orbital gap	0.3243	Ha
net charge	0
HOMO	-9.85	eV
SMILES	O=CC(=O)C=O
spin multiplicity	1

---

*four*
Here is one molecule with the formula C3H2O3 from the Open Molecules 2025 dataset. Energies are from ωB97M-V/def2-TZVPD.

Each line ends with the natural charge from an NBO analysis.
CARTESIAN COORDINATES (ANGSTROEM)
O: 0.48 -2.19 -0.66  -0.450
O: -1.54 -0.14 -0.41  -0.450
O: 0.22 2.07 0.90  -0.467
C: -0.37 -0.05 -0.10  0.378
C: 0.35 -1.37 0.22  0.348
C: 0.10 1.42 -0.10  0.357
H: 0.11 1.86 -1.12  0.141
H: 0.65 -1.59 1.26  0.143

Properties
orbital gap	0.3427	Ha
net charge	0
HOMO	-10.00	eV
SMILES	O=CC(=O)C=O
spin multiplicity	1

---

The most stable of them is *two*.

---

*one*
Here is one molecule with the formula C3H6I2O from the Open Molecules 2025 dataset. Energies are from ωB97M-V/def2-TZVPD.

Each line ends with the natural charge from an NBO analysis.
CARTESIAN COORDINATES (ANGSTROEM)
I: -0.02 2.74 -0.11  0.111
I: -0.99 -2.08 1.16  -0.023
O: -1.14 -0.23 -1.21  -0.693
C: -0.38 -0.26 -0.04  0.231
C: 1.09 -0.47 -0.38  -0.689
C: -0.57 0.93 0.88  -0.627
H: -0.83 -0.86 -1.77  0.476
H: -1.64 1.03 1.34  0.263
H: 1.43 0.27 -1.18  0.239
H: -0.05 0.93 1.89  0.264
H: 1.31 -1.50 -0.99  0.217
H: 1.77 -0.51 0.40  0.232

Properties
orbital gap	0.3496	Ha
net charge	0
HOMO	-9.54	eV
SMILES	C[C@@](O)(I)CI
spin multiplicity	1

---

*two*
Here is C3H6I2O as an isolated structure from the Open Molecules 2025 dataset. Energies are from ωB97M-V/def2-TZVPD.

Each line ends with the natural charge from an NBO analysis.
CARTESIAN COORDINATES (ANGSTROEM)
I: 1.52 -0.38 1.93  0.147
I: 1.21 -1.54 -1.52  0.235
O: -0.45 0.94 -0.03  -0.581
C: 0.19 -0.75 0.19  -0.034
C: 0.45 1.83 -0.68  -0.295
C: -1.00 -1.45 0.65  -0.769
H: 0.08 2.87 -0.52  0.205
H: -1.72 -0.99 1.41  0.265
H: -0.78 -2.47 1.09  0.247
H: 0.44 1.64 -1.81  0.164
H: 1.59 2.02 -0.49  0.185
H: -1.54 -1.72 -0.20  0.231

Properties
orbital gap	0.3266	Ha
net charge	0
HOMO	-9.45	eV
spin multiplicity	1

---

The most stable of them is *one*.